1.
Here is a molecular structure, C33H32ClMgN5O5PS6 from the OMol25 dataset. Energies are from ωB97M-V/def2-TZVPD.

Geometry as ORCA input:
```
! RIJCOSX wB97M-V def2-TZVPD def2/J DEFGRID3
* xyz -1 1
Cl 7.4550 -2.9003 -2.0338
S -0.3409 -3.7999 1.6327
S -0.8623 -5.2391 4.1851
S -2.4856 -6.3494 6.4296
S -0.4817 2.5903 -0.2765
S -3.7133 -5.0234 4.0704
S -3.7483 -3.4908 1.4943
P 0.2112 0.3046 1.9671
Mg 0.5433 -0.3128 -0.7434
O 0.4150 1.7658 -1.1212
O -0.8358 3.8390 -0.9144
O -1.6088 1.8139 0.2094
O 2.5990 0.5856 0.0049
O 1.7953 -1.8347 -0.9757
N -3.5321 -0.6284 -0.4492
N -2.2022 0.2633 -2.1164
N -1.3075 -1.3666 -0.6870
N -1.3510 1.3620 -3.9763
N -0.0882 -0.3239 -2.9084
C 1.8367 -1.4172 5.3471
C 2.8281 -2.2260 4.8022
C 0.9762 4.2972 1.2548
C -3.2609 1.5221 3.8544
C 2.1061 3.7173 3.2862
C 5.7753 -2.5537 -1.6997
C 3.4795 -3.2884 -1.7235
C 0.4979 2.9954 1.1569
C -2.8269 -4.2803 2.7485
C 1.7797 4.6607 2.3202
C 2.2358 -1.4657 2.6012
C -1.1489 0.4015 -3.0100
C -2.3637 -5.6178 4.9550
C -0.1511 1.8918 -4.6086
C 3.7198 0.1906 -0.3060
C -3.5066 -4.6392 0.1165
C 3.0319 -2.0397 -1.1884
C -1.3938 0.3559 2.8585
C -1.4696 -4.3867 2.7595
C 1.0514 -0.6295 4.5199
C 0.8035 2.0322 2.1277
C -2.0069 -0.8585 3.1750
C -2.4824 2.2798 -3.8826
C -3.8638 0.3106 4.1675
C -2.2889 -0.6358 -1.0382
C -2.0330 1.5463 3.2056
C -3.2335 -0.8797 3.8283
C 3.0266 -2.2495 3.4310
C 4.8005 -3.5342 -1.9711
C 1.2497 -0.6402 3.1382
C 4.0518 -1.0748 -0.9054
C 1.6238 2.4203 3.1889
C 5.4066 -1.3527 -1.1727
H -2.3798 2.9892 -3.0517
H -3.4167 1.7276 -3.7859
H -2.4362 -4.7803 -0.0415
H 1.8977 1.6983 3.9475
H 0.5518 2.2785 -3.8642
H 5.1127 -4.4890 -2.3759
H 3.7737 -2.9036 2.9982
H -0.4420 2.6959 -5.2795
H -4.0319 0.2466 -0.4860
H -2.5479 2.8456 -4.8075
H -1.5785 2.4969 2.9624
H 3.4305 -2.8531 5.4482
H 0.2629 -0.0195 4.9449
H 2.7398 3.9872 4.1230
H -1.5015 -1.9866 0.1084
H -4.8203 0.2933 4.6777
H -2.7608 1.0883 -1.9811
H 1.6636 -1.4151 6.4162
H 2.3537 -1.5257 1.5257
H -3.9979 -5.5890 0.3210
H 4.5828 0.8468 -0.0961
H 6.1547 -0.5992 -0.9479
H -3.9499 -4.1733 -0.7657
H 0.5542 -0.1836 -3.6767
H 2.1523 5.6752 2.3912
H 2.7222 -4.0389 -1.9197
H -3.6893 -1.8320 4.0760
H 0.7027 5.0096 0.4871
H -3.7460 2.4553 4.1154
H 0.3460 1.1323 -5.2133
H -1.5158 -1.7923 2.9063
H -3.5471 -1.0529 0.4725
*
```

The HOMO energy is -4.331 eV. The calculation puts the molecular weight at 861.8 u. The total energy comes out at -144704.6133 eV. As for the orbital gap: 6.46 eV. For the energy above the lowest of the compared OMol25 structures with the same formula, charge and spin, the calculation gives 15.4 kJ/mol.



2.
Here is a molecular structure, C21H49FeGeN2O5S in a non-equilibrium geometry from the OMol25 dataset. Energies are from ωB97M-V/def2-TZVPD.

Geometry as ORCA input:
```
! RIJCOSX wB97M-V def2-TZVPD def2/J DEFGRID3
* xyz 2 6
Ge 0.9161 -2.4984 1.6124
Fe 0.2768 -0.0660 0.2063
S -2.8496 1.3889 0.9325
O -1.4884 0.9810 0.3593
O -0.5918 -1.5273 1.9536
O 1.7819 -0.5253 1.4149
O 0.9135 0.9212 -1.4414
O 0.3945 -2.0253 -0.2782
N 2.4339 1.1493 -3.0834
N 0.3051 2.1860 -3.2190
C -1.2057 -0.0885 3.7881
C 1.2148 1.4219 -2.5803
C 0.5104 2.9759 -4.4357
C -0.1981 -4.2764 -0.8939
C 4.0538 -1.2300 1.8051
C -4.1538 -0.0152 -1.0369
C 3.4658 1.1870 1.5285
C -2.6939 3.1924 1.1770
C 2.9624 1.5410 -4.3889
C 1.4419 -2.9450 -2.2495
C -2.8220 -1.7565 2.7992
C -1.3676 -1.4755 3.1657
C 2.7217 -0.0552 3.5804
C -3.6079 3.6734 2.2946
C -0.9851 -2.2860 -2.2058
C 2.9941 -0.1580 2.0786
C -0.8660 -2.5381 4.1407
C -3.9499 1.3978 -0.5143
C 3.4213 0.4613 -2.2471
C 0.1705 -2.8859 -1.4047
C -1.0274 2.3669 -2.6458
H -3.1573 -1.0605 2.0340
H -1.8447 0.0160 4.6638
H -3.4575 -1.6547 3.6779
H 5.0160 -0.9150 2.2040
H -1.1483 3.4032 -2.3212
H -1.1753 1.7134 -1.8000
H -3.5317 4.7562 2.3791
H 3.3831 2.5470 -4.3718
H 2.6634 1.9255 1.5919
H -0.2858 3.7130 -4.4871
H 2.2165 1.4632 -5.1699
H 3.7726 1.0868 0.4868
H -1.4682 0.6837 3.0639
H 2.2635 -0.9814 3.9372
H 1.2943 -3.6164 -3.0944
H -4.6310 -0.6545 -0.2941
H -2.9301 3.6881 0.2361
H -4.8868 1.8375 -0.1656
H -0.1687 0.0618 4.0909
H 4.3165 1.5429 2.1070
H 3.7658 0.8535 -4.6407
H 2.2741 -3.3171 -1.6500
H -0.4028 -4.9473 -1.7257
H 3.6514 0.1031 4.1241
H 4.1511 -1.3937 0.7302
H 1.6930 -1.9522 -2.6289
H -0.9380 -3.5295 3.6863
H -1.4598 -2.5267 5.0526
H 0.1771 -2.3464 4.4100
H 3.7721 -2.1724 2.2793
H -1.0855 -4.2196 -0.2597
H -1.9015 -2.3303 -1.6144
H 2.9566 0.0668 -1.3545
H -1.6402 3.3416 1.4117
H 2.0482 0.7772 3.7882
H -0.7635 -1.2402 -2.4414
H -1.1395 -2.8325 -3.1345
H -4.7956 0.0106 -1.9161
H -2.9209 -2.7696 2.4073
H -3.1998 -0.4597 -1.3224
H -3.4993 2.0435 -1.2681
H 1.4525 3.5147 -4.4170
H -1.7758 2.1472 -3.4094
H 0.4497 2.3616 -5.3329
H 0.6301 -4.6945 -0.3159
H -4.6503 3.4328 2.0819
H -3.3380 3.2378 3.2554
H 3.8603 -0.3610 -2.8106
H 4.2164 1.1549 -1.9648
*
```

The HOMO energy (alpha / beta) is -14.790 / -14.750 eV. The calculation puts the molecular weight at 570.2 u. The total energy comes out at -137516.2047 eV. As for the orbital gap (alpha / beta): 10.28 / 6.65 eV. For the energy above the lowest of the compared OMol25 structures with the same formula, charge and spin, the calculation gives 136.4 kJ/mol. The expectation value of S² is 8.761.



3.
Here is a molecular structure, C2H2ClN in a non-equilibrium geometry from the OMol25 dataset. Energies are from ωB97M-V/def2-TZVPD.

Geometry as ORCA input:
```
! RIJCOSX wB97M-V def2-TZVPD def2/J DEFGRID3
* xyz 0 3
Cl -1.8017 0.4960 1.5940
N -0.6331 -0.8827 0.1602
C 0.9445 0.7375 -0.8698
C 0.2781 -0.1250 -0.3229
H 1.5979 1.4030 -1.3510
H -0.3858 -1.6289 0.7896
*
```

The HOMO energy (alpha / beta) is -9.250 / -10.142 eV. The calculation puts the molecular weight at 75.5 u. The total energy comes out at -16113.7908 eV. As for the orbital gap (alpha / beta): 10.07 / 7.02 eV. For the energy above the lowest of the compared OMol25 structures with the same formula, charge and spin, the calculation gives 10.1 kJ/mol. The expectation value of S² is 2.030.



4.
Here is a molecular structure, C16H12F3N4O4RhS2 in a non-equilibrium geometry from the OMol25 dataset. Energies are from ωB97M-V/def2-TZVPD.

Geometry as ORCA input:
```
! RIJCOSX wB97M-V def2-TZVPD def2/J DEFGRID3
* xyz 0 1
Rh -1.7661 -0.7861 -0.3547
S 0.1730 -2.1719 -1.0436
S -2.9405 -2.7169 0.1491
F -3.3285 1.6495 -4.0676
F -3.3907 -0.4212 -4.7152
F -5.1382 0.4806 -3.8158
O -2.1890 -0.6034 -2.3781
O 5.7287 0.6860 1.7067
O 6.4269 0.0986 -0.2981
O -3.9068 0.3543 -1.3547
N -1.3675 -0.8408 1.5599
N -1.6422 -1.8665 2.3582
N -1.0459 1.1353 -0.0821
N -2.5893 -3.9333 2.5059
C -2.3276 -2.8276 1.7912
C -0.3786 2.6529 1.6379
C -0.7370 1.3685 1.2196
C 4.1411 -0.3266 0.1689
C 1.6547 -1.3855 -0.5646
C -0.9059 0.2536 2.0930
C -1.0441 2.1408 -0.9514
C -3.2916 0.0180 -2.3669
C 5.5206 0.1570 0.4840
C 3.8688 -0.6465 -1.1601
C -0.7265 3.4353 -0.5921
C -3.8077 0.4226 -3.7667
C 2.6428 -1.1626 -1.5291
C 3.1489 -0.5309 1.1263
C -0.3862 3.6900 0.7338
C 1.9212 -1.0543 0.7673
H 4.9253 0.7224 2.2314
H 1.1640 -1.2471 1.5142
H -1.2943 1.8943 -1.9756
H 2.4341 -1.4155 -2.5601
H -0.1402 2.8056 2.6821
H -0.7272 0.2721 3.1588
H -2.4379 -3.8677 3.5004
H 4.6450 -0.4796 -1.8942
H -0.7439 4.2229 -1.3302
H -0.1463 4.6964 1.0491
H -3.3217 -4.5426 2.1852
H 3.3262 -0.3303 2.1779
*
```

The HOMO energy is -8.349 eV. The calculation puts the molecular weight at 548.3 u. The total energy comes out at -63770.1621 eV. As for the orbital gap: 6.55 eV. For the energy above the lowest of the compared OMol25 structures with the same formula, charge and spin, the calculation gives 83.7 kJ/mol.



Question: energy above the lowest of the compared OMol25 structures with the same formula, charge and spin of number 3 (C2H2ClN)?
Answer: 10.1 kJ/mol